1.
12
Properties=species:S:1:pos:R:3 method="wB97M-V/def2-TZVPD" homo_lumo_gap_ha=0.3757 energy_ha=-323.453866 homo_energy_ev=-10.018 spin_multiplicity=1
H -1.5115 -1.7548 0.5576
C 0.3511 0.9888 -0.2910
H 0.1862 2.0304 -0.5888
H 0.9643 0.5047 -1.0641
O 1.1088 -0.1639 1.6813
C 1.1131 0.8615 1.0477
N -0.1533 -2.1855 -2.3272
C -0.3929 -1.7407 -1.2841
C -0.9494 -1.1212 -0.1190
H 1.6199 1.7501 1.4533
H -1.4757 0.6352 0.8577
C -0.8603 0.1954 0.0766

2.
12
Properties=species:S:1:pos:R:3 method="wB97M-V/def2-TZVPD" homo_lumo_gap_ha=0.3190 energy_ha=-323.297254 homo_energy_ev=-9.307 spin_multiplicity=1
C 0.2325 -1.7673 -0.2453
H -1.1199 -0.6543 -1.3575
C 1.3586 0.5273 -0.1053
C -0.7767 1.7040 0.4794
C -0.8310 -0.7147 -0.2989
N -1.3761 2.6724 0.6731
H -0.2739 -2.6797 0.0760
O 0.8373 0.0006 1.1697
C -0.0657 0.4814 0.1931
H 1.9304 1.4263 0.0611
H 1.7773 -0.1238 -0.8901
H -1.7361 -0.8778 0.3004

3.
12
Properties=species:S:1:pos:R:3 method="wB97M-V/def2-TZVPD" homo_lumo_gap_ha="0.2923 / 0.2682" energy_ha=-323.279307 homo_energy_ev="-7.782 / -7.579" spin_multiplicity=1
C -0.0711 -0.4248 -1.5922
H -1.2840 0.9179 3.5893
H -0.8231 -2.3068 -1.8935
C -0.0533 0.1236 2.1475
C 0.9273 0.3113 -1.2390
H -1.9747 -1.0146 -2.1260
N -0.7772 0.1738 3.1444
H 1.7495 0.7731 -1.7950
H 2.0983 1.1641 0.5055
C -1.0264 -1.2953 -1.8717
C 1.0811 0.8418 0.0721
O 0.1537 0.7359 1.0586

4.
12
Properties=species:S:1:pos:R:3 method="wB97M-V/def2-TZVPD" homo_lumo_gap_ha=0.3626 energy_ha=-323.382512 homo_energy_ev=-9.324 spin_multiplicity=1
C -1.3518 -0.7364 -0.9969
C 0.3407 -1.0653 0.8604
H 1.8074 -1.4256 -0.2799
O 1.6668 -1.2586 0.6633
H 0.1290 -0.8083 1.8951
H 0.0025 2.2314 1.1760
C -0.6126 -1.2487 -0.0411
C -0.4694 1.3223 -0.6365
C 0.3657 1.8131 0.2445
N -1.2104 0.6757 -1.3711
H 1.4351 1.7568 0.0679
H -2.1029 -1.2562 -1.5816

5.
12
Properties=species:S:1:pos:R:3 method="wB97M-V/def2-TZVPD" homo_lumo_gap_ha="0.2617 / 0.2616" energy_ha=-323.308402 homo_energy_ev="-9.347 / -9.346" spin_multiplicity=1
H 2.3730 1.2670 -0.7265
H 0.3302 -1.4216 1.3545
C 0.7947 -0.0429 -0.3427
C -1.1049 0.1219 1.1076
H 1.8785 1.1039 1.0667
C -1.5523 0.1244 -1.5945
O -1.3213 0.8578 1.9871
H 0.1192 0.1009 -1.3654
C -0.1368 -0.8279 0.5612
N -2.3497 -0.4867 -2.1796
C 1.7500 0.7975 0.0275
H -0.7806 -1.5944 0.1042

6.
12
Properties=species:S:1:pos:R:3 method="wB97M-V/def2-TZVPD" homo_lumo_gap_ha="0.2922 / 0.2922" energy_ha=-323.315045 homo_energy_ev="-8.502 / -8.503" spin_multiplicity=1
C -0.5542 -0.4250 0.5634
H -1.1521 1.8096 0.4523
C -0.3213 0.2374 -0.8701
C -1.3075 0.8219 0.0275
N 1.8290 1.6782 -1.0842
O 1.6292 -0.5936 1.7880
H 1.1215 -1.7823 -0.5502
H 0.6785 -1.4188 -1.0511
H -2.3502 0.5304 -0.1010
H -1.0711 -1.3811 0.5287
C 0.6206 -0.4973 1.2521
C 0.8775 1.0208 -0.9554

7.
12
Properties=species:S:1:pos:R:3 method="wB97M-V/def2-TZVPD" homo_lumo_gap_ha=0.3731 energy_ha=-323.338762 homo_energy_ev=-10.334 spin_multiplicity=1
C 0.6968 0.0897 0.4923
H -0.2079 0.8163 -1.3950
C 2.0269 -0.0316 -0.1346
N -1.6547 0.9173 0.2198
C -0.4474 0.4072 -0.4167
O 0.5406 -0.0679 1.6859
H -1.4930 0.9404 1.2268
H -1.5853 -1.2509 0.4968
H -2.2848 -0.6605 -1.1017
C 2.9120 -0.0225 -1.0612
C -1.6575 -0.4522 -0.2387
H 2.9574 -0.2858 0.4791

8.
12
Properties=species:S:1:pos:R:3 method="wB97M-V/def2-TZVPD" homo_lumo_gap_ha="0.2705 / 0.2704" energy_ha=-323.347543 homo_energy_ev="-8.315 / -8.314" spin_multiplicity=1
N -2.1263 2.1990 0.1335
C -0.3749 -1.0667 -0.5147
C 0.5108 0.1013 -0.7674
C 0.2258 1.1087 0.1842
H -1.4111 -0.8547 -0.2274
O 0.4962 -0.1757 1.6032
H 1.3854 0.1210 -1.3993
H 0.9855 1.8309 0.4717
C -1.1113 1.6522 0.2562
H -0.2943 -1.9011 -1.2090
C 0.5468 -1.0630 0.6514
H 1.1672 -1.9520 0.8177

9.
12
Properties=species:S:1:pos:R:3 method="wB97M-V/def2-TZVPD" homo_lumo_gap_ha=0.4116 energy_ha=-323.410183 homo_energy_ev=-10.666 smiles=C#C[C@@H](C#N)CO spin_multiplicity=1
N 2.4174 -1.8961 0.2660
H -0.0674 -0.6758 -1.1079
H -1.6209 1.1646 0.6007
O -1.9512 0.2607 0.5076
H -0.6311 -0.5369 1.9113
H 0.8154 2.5515 -2.0803
C 0.7996 1.9704 -1.1846
C -0.9047 -0.6036 0.8466
C 0.3024 -0.3861 -0.1211
C 1.4745 -1.2340 0.1596
C 0.6596 1.0017 -0.4860
H -1.2938 -1.6165 0.6881

10.
12
Properties=species:S:1:pos:R:3 method="wB97M-V/def2-TZVPD" homo_lumo_gap_ha=0.4226 energy_ha=-323.431078 homo_energy_ev=-10.799 smiles=C#C[C@@H](C#N)CO spin_multiplicity=1
H -1.1917 -1.7140 0.6136
N 2.3083 -1.9083 0.5687
C 0.6394 0.9417 -0.4930
H -1.8245 0.9723 0.0489
C -0.9277 -0.6539 0.5670
H 0.0370 -0.8754 -1.3501
C 1.4451 -1.2654 0.1468
H 1.0601 3.1664 -0.6758
C 0.3051 -0.4833 -0.3608
O -2.0358 0.0276 0.0515
C 0.8511 2.1228 -0.5825
H -0.6584 -0.3142 1.5773

11.
12
Properties=species:S:1:pos:R:3 method="wB97M-V/def2-TZVPD" homo_lumo_gap_ha=0.3526 energy_ha=-323.372890 homo_energy_ev=-9.131 smiles="C#CC#N.C=CO" spin_multiplicity=1
O -1.3975 -0.5992 0.7954
C 2.3480 0.0673 0.8769
H -1.0893 -1.5548 -0.8901
H -1.9342 1.4152 -0.7920
C 1.8987 0.2148 1.9640
H 1.7858 0.1895 3.1002
H -1.9597 0.1466 1.1834
C -1.7968 0.4288 -1.2204
C -1.3018 -0.6046 -0.5664
N 2.7759 -0.0948 -1.6353
H -1.8693 0.4371 -2.3170
C 2.5403 -0.0459 -0.4988

12.
12
Properties=species:S:1:pos:R:3 method="wB97M-V/def2-TZVPD" homo_lumo_gap_ha=0.3677 energy_ha=-323.352147 homo_energy_ev=-9.551 spin_multiplicity=1
H 0.6439 -0.9977 -0.3537
H -0.0815 -2.7870 1.9315
C -0.4684 -1.0459 0.5493
H 0.7948 1.7488 -1.0390
N -1.7183 -0.1416 -2.6496
H 0.9721 0.9652 1.6543
O 1.3800 1.1609 0.8013
C 0.3508 1.3051 -0.1408
C -0.1716 -2.0055 1.2251
C -1.0734 -0.1264 -1.6855
C -0.2103 -0.0915 -0.5062
H -0.4182 2.0156 0.2134

13.
12
Properties=species:S:1:pos:R:3 method="wB97M-V/def2-TZVPD" homo_lumo_gap_ha="0.3495 / 0.3555" energy_ha=-323.348579 homo_energy_ev="-8.813 / -10.377" spin_multiplicity=3
C 1.4444 2.8536 0.1853
H 1.5006 -0.1151 -0.0019
H 0.1175 -1.0270 -0.4330
C 0.2163 -0.1503 1.5483
C 0.4444 -0.1677 0.0847
H -0.3976 1.0021 -1.5582
C 0.5046 2.1454 -0.2691
H -1.2534 1.1350 0.0922
H 0.1878 -1.0943 2.1029
O 0.1303 0.8483 2.1401
C -0.2709 0.9930 -0.5540
N 2.2832 3.5049 0.7227

14.
13
Properties=species:S:1:pos:R:3 method="wB97M-V/def2-TZVPD" homo_lumo_gap_ha="0.3091 / 0.3091" energy_ha=-398.412487 homo_energy_ev="-8.362 / -8.361" spin_multiplicity=1
H -0.8563 -1.6796 0.6178
O 1.7085 -0.3939 -1.0165
H -1.4227 -1.3894 -1.1658
N 2.0495 -0.0973 0.1916
H -2.5287 0.5976 -0.7223
C -1.0816 -0.9814 -0.2013
O 2.9434 -0.4068 0.8764
H -2.1216 0.7898 1.0274
C -1.7242 0.3589 0.0785
C -0.3353 0.2591 -0.3462
C 0.7938 0.6950 -1.0605
C 1.1161 0.7791 0.5319
H 1.4590 1.4689 1.1890

15.
13
Properties=species:S:1:pos:R:3 method="wB97M-V/def2-TZVPD" homo_lumo_gap_ha=0.3490 energy_ha=-398.705903 homo_energy_ev=-9.418 smiles="C=C(N=C=O)C(C)=O" spin_multiplicity=1
C 0.3870 2.0041 0.4356
H 0.7142 -1.1202 -1.3513
H -0.0361 2.9917 0.3287
N -1.5403 0.8513 -0.4690
C -0.3431 0.9382 0.1654
O -0.1181 -0.9777 1.7554
H 1.0414 -2.3700 -0.1833
H 1.3915 1.9243 0.8130
C 1.0383 -1.2906 -0.3260
C 0.1127 -0.6056 0.6402
O -2.6580 -1.1703 -0.9897
H 2.0565 -0.9039 -0.2454
C -2.0460 -0.2712 -0.5736

16.
13
Properties=species:S:1:pos:R:3 method="wB97M-V/def2-TZVPD" homo_lumo_gap_ha=0.3560 energy_ha=-398.686206 homo_energy_ev=-8.795 smiles="O=COc1cc[nH]c1" spin_multiplicity=1
H 1.1994 -1.1782 0.5089
C -0.2523 0.3700 -0.0954
C 0.9763 -0.2753 -0.1205
H 1.6163 2.3418 -1.4855
C -0.0882 1.4388 -0.8487
O -1.5333 -0.1583 0.3874
C -1.5626 -1.2149 1.2007
O -0.6302 -2.0403 1.1615
H -0.6068 2.2607 -1.2843
N 1.2039 1.4989 -1.2159
C 1.9713 0.4525 -0.6183
H 2.9322 0.2313 -0.7113
H -2.5269 -1.1863 1.9851

17.
13
Properties=species:S:1:pos:R:3 method="wB97M-V/def2-TZVPD" homo_lumo_gap_ha=0.3783 energy_ha=-398.672175 homo_energy_ev=-9.817 smiles="CC(=O)c1ncco1" spin_multiplicity=1
O -1.9348 -0.9585 1.2939
O 0.8378 0.0466 -0.6068
H -0.7520 2.0764 -2.7529
C 0.8294 0.8182 -1.7094
H -0.1820 -1.5525 2.8192
H 0.8884 -1.5169 1.1629
C -0.5011 0.0790 -0.1443
C -0.8145 -0.6503 1.1276
H 1.8768 0.8339 -2.4603
N -1.2205 0.8239 -0.8478
C -0.4115 1.3059 -1.8922
C 0.3842 -1.1037 1.8748
H 0.9998 -0.2021 2.1354

18.
13
Properties=species:S:1:pos:R:3 method="wB97M-V/def2-TZVPD" homo_lumo_gap_ha=0.3120 energy_ha=-398.744118 homo_energy_ev=-8.247 smiles="O=C1C=CN/C1=C/O" spin_multiplicity=1
C 0.8591 -0.0966 -0.0705
C -1.3977 -0.0358 -1.0411
H 0.2549 0.5771 3.1343
C 0.3014 0.3641 2.0719
N -0.8807 0.2742 1.4068
C 1.3794 0.1002 1.2815
O 1.4568 -0.3259 -1.1419
H 2.4013 0.0590 1.5712
H 0.0991 -0.3760 -2.1242
H -2.4898 0.0278 -1.0180
C -0.6178 0.0151 0.0760
H -1.8132 0.4997 1.7730
O -0.8861 -0.2728 -2.2445

19.
13
Properties=species:S:1:pos:R:3 method="wB97M-V/def2-TZVPD" homo_lumo_gap_ha=0.3133 energy_ha=-398.726039 homo_energy_ev=-8.427 smiles="O=C1C=CN/C1=C/O" spin_multiplicity=1
C 1.4472 -0.9367 0.6441
C 0.1826 -1.3234 1.0761
H -0.1505 2.1897 -1.6352
H 0.0830 -2.2796 1.7040
H 2.1190 0.6562 -0.4884
N 1.3663 0.0982 -0.2351
C -0.7694 -0.4516 0.4256
H 2.3719 -1.3681 0.9754
C -0.6040 1.3778 -1.1362
H -2.1252 0.6649 -0.4012
O -2.0407 -0.4942 0.4223
C -0.0114 0.3661 -0.4180
O -1.8686 1.5005 -0.9336

20.
13
Properties=species:S:1:pos:R:3 method="wB97M-V/def2-TZVPD" homo_lumo_gap_ha=0.3643 energy_ha=-398.680550 homo_energy_ev=-9.440 smiles="C=C=NC(=O)OC=C" spin_multiplicity=1
O -0.9362 1.4580 0.3783
O -3.0564 0.8483 0.1182
C 0.3735 1.0974 0.5917
C -1.9149 0.5300 0.2368
C 0.4380 -2.1590 -0.4766
C -0.5146 -1.3843 -0.0873
H 0.2740 -2.9099 -1.2281
H 2.3716 1.2753 0.0127
C 1.3430 1.4971 -0.2080
H 0.5506 0.5074 1.4857
N -1.4872 -0.7768 0.3245
H 1.1331 2.0913 -1.0827
H 1.4255 -2.0749 -0.0652

The calculation returns the following relative energy (zero: lowest compared OMol25 entry of this formula, charge and spin) values, one per record and in order: 41.3, 139.6, 150.8, 86.1, 132.6, 128.4, 113.5, 108.0, 68.7, 55.6, 92.1, 105.1, 3.2, 229.7, 45.5, 57.9, 66.7, 21.6, 32.9, 61.4 kcal per mole.